(1)
{"formula": "C30H47Br14N3OSSi", "method": "ωB97M-V/def2-TZVPD", "homo_ev": -8.669, "multiplicity": 1, "charge": 0, "mol_weight_g_mol": 1644.54, "total_energy_ha": -38134.7979, "lumo_ev": -0.620, "homo_lumo_gap_ev": 8.049, "species": ["C", "Si", "C", "C", "O", "C", "C", "C", "C", "C", "C", "C", "C", "C", "N", "C", "C", "C", "N", "S", "N", "C", "H", "H", "H", "H", "H", "H", "H", "H", "H", "H", "H", "H", "H", "H", "H", "H", "H", "H", "H", "Br", "C", "C", "Br", "H", "H", "H", "H", "Br", "C", "C", "Br", "H", "H", "H", "H", "Br", "C", "C", "Br", "H", "H", "H", "H", "Br", "C", "C", "Br", "H", "H", "H", "H", "Br", "C", "C", "Br", "H", "H", "H", "H", "Br", "C", "C", "Br", "H", "H", "H", "H", "Br", "C", "C", "Br", "H", "H", "H", "H"], "xyz": [[0.18314, 0.35136, -3.78454], [-0.01380, 0.75975, -5.61239], [-0.80697, 2.48250, -5.67858], [-1.24666, -0.39132, -6.45493], [1.42758, 0.90538, -6.45997], [2.49142, 0.03587, -6.06526], [3.65539, 0.87042, -5.53410], [3.33726, 1.64280, -4.28709], [2.57187, 2.77153, -4.25875], [2.27264, 3.50462, -3.07542], [2.78506, 3.12466, -1.86293], [2.47206, 3.93960, -0.66441], [3.44479, 4.41668, 0.21114], [3.02994, 5.19330, 1.27720], [1.76764, 5.51011, 1.56403], [0.86156, 5.04911, 0.70344], [1.14372, 4.26245, -0.40790], [3.59892, 1.95181, -1.83812], [4.14546, 1.43648, -0.72643], [4.95494, 0.13690, -1.23523], [4.65230, 0.15027, -2.81333], [3.86554, 1.21631, -3.02680], [-0.81913, 0.08540, -3.42472], [0.80228, -0.53318, -3.61367], [0.53678, 1.19055, -3.18694], [-1.88491, 2.43812, -5.81899], [-0.31048, 3.05622, -6.46628], [-0.53754, 2.98979, -4.74711], [-1.42736, -0.04409, -7.47342], [-0.96022, -1.44387, -6.42786], [-2.18294, -0.25252, -5.90346], [2.19042, -0.77057, -5.38964], [2.84928, -0.44895, -6.98127], [3.90903, 1.59231, -6.31698], [4.55377, 0.26720, -5.39151], [2.16549, 3.11708, -5.20387], [1.63419, 4.37838, -3.10577], [4.48736, 4.18680, 0.04025], [3.79593, 5.57556, 1.94855], [-0.19907, 5.28830, 0.93057], [0.33908, 3.91789, -1.04307], [-3.72491, 5.78153, 3.10833], [-4.21557, 4.20133, 2.08216], [-3.11691, 3.17567, 2.08693], [-1.65686, 3.66678, 0.89387], [-4.47195, 4.54189, 1.08405], [-5.10445, 3.80595, 2.57025], [-3.48816, 2.22310, 1.71413], [-2.67529, 3.02946, 3.06559], [-3.85932, 0.91246, 4.77569], [-5.64441, 0.15207, 4.63063], [-5.73337, -0.82686, 3.49276], [-5.83254, 0.08211, 1.77142], [-6.33516, 0.98556, 4.52928], [-5.82160, -0.35026, 5.57968], [-6.65073, -1.40869, 3.56138], [-4.88323, -1.49975, 3.44483], [0.03721, 0.90274, 5.17624], [1.53314, 0.64660, 3.94938], [1.36150, 1.43637, 2.67886], [0.07263, 0.59674, 1.48807], [1.61284, -0.41967, 3.77644], [2.40889, 0.98913, 4.49723], [2.29316, 1.46325, 2.11511], [1.01638, 2.45280, 2.85077], [2.42786, -4.76777, 4.74135], [1.49896, -4.02262, 3.20257], [2.45776, -3.63806, 2.10760], [3.38696, -1.97939, 2.51854], [0.91153, -3.18420, 3.56434], [0.83092, -4.81081, 2.86187], [1.91980, -3.44104, 1.18229], [3.22076, -4.38834, 1.92721], [-9.60511, -0.92217, 6.40991], [-10.57230, -0.11553, 4.92650], [-9.63413, 0.31513, 3.83268], [-8.69793, 1.95484, 4.29890], [-11.15103, 0.70651, 5.33478], [-11.24635, -0.89006, 4.56711], [-10.18368, 0.54954, 2.92370], [-8.87584, -0.42945, 3.61135], [7.26976, -8.99236, 6.08709], [6.38710, -7.59638, 5.05865], [6.01161, -6.42259, 5.92224], [4.44162, -6.80192, 7.00493], [5.52981, -8.05473, 4.57635], [7.11079, -7.29654, 4.30368], [5.73279, -5.57011, 5.30503], [6.80191, -6.12987, 6.60577], [2.50356, -2.92046, -4.12771], [0.80592, -3.84841, -4.33261], [0.88593, -4.91759, -5.38816], [0.84751, -4.15133, -7.17579], [0.05794, -3.09224, -4.55385], [0.59904, -4.28572, -3.35817], [0.01736, -5.57060, -5.33575], [1.79055, -5.51281, -5.31825]]}



(2)
{"formula": "C30H47F5INO7PS", "method": "ωB97M-V/def2-TZVPD", "homo_ev": -10.366, "multiplicity": 1, "charge": 1, "mol_weight_g_mol": 818.64, "total_energy_ha": -3288.0350, "lumo_ev": -4.968, "homo_lumo_gap_ev": 5.399, "species": ["C", "C", "O", "C", "C", "C", "C", "C", "C", "C", "O", "C", "C", "C", "C", "C", "C", "C", "C", "O", "C", "C", "C", "C", "C", "C", "C", "C", "P", "C", "O", "N", "C", "C", "O", "I", "S", "O", "O", "C", "F", "F", "C", "F", "F", "F", "H", "H", "H", "H", "H", "H", "H", "H", "H", "H", "H", "H", "H", "H", "H", "H", "H", "H", "H", "H", "H", "H", "H", "H", "H", "H", "H", "H", "H", "H", "H", "H", "H", "H", "H", "H", "H", "H", "H", "H", "H", "H", "H", "H", "H", "H", "H"], "xyz": [[-0.91810, 1.89813, 5.86425], [0.46342, 2.53526, 5.25555], [0.29051, 3.46237, 4.13165], [-0.09128, 2.79470, 2.88351], [1.08782, 1.76056, 2.29207], [1.34157, 1.91504, 0.67672], [0.33707, 0.71065, 0.09446], [-1.19115, 0.57394, 0.64162], [-2.19360, 1.81969, 0.28643], [-1.57140, 2.88718, -0.83526], [-3.51460, 1.43469, -0.23198], [-4.30334, 0.66133, 0.73467], [-4.87528, -0.66171, -0.11226], [-5.64647, -0.26252, -1.54243], [-6.24801, -1.41327, -2.55496], [-6.03490, -2.98111, -2.10400], [-5.28724, -3.38214, -0.66767], [-4.68197, -2.22108, 0.35616], [1.40013, -0.54181, 0.23674], [1.22862, -1.74996, -0.57698], [0.60011, -2.85243, 0.17512], [-0.15560, -3.97191, -0.80786], [-1.19150, -4.79147, 0.21850], [-1.11586, -3.26993, -1.94013], [-0.59278, -3.83004, -3.40854], [0.72372, -3.00680, -3.97415], [-1.76675, -3.69415, -4.58401], [2.89769, 0.21434, 0.24811], [4.31056, -0.63666, -0.79309], [5.00485, -2.05743, 0.34653], [3.68864, -1.28825, -2.28423], [2.78791, 1.75801, 0.12504], [2.54575, 1.95225, -1.34033], [3.69048, 2.56508, -2.30451], [4.90107, 2.07072, -2.59066], [3.23377, 4.42555, -3.46010], [4.03702, 2.56514, 1.01338], [5.43929, 2.65462, 0.29129], [4.48007, 1.83057, 2.34624], [3.68139, 4.31797, 1.56567], [2.65760, 4.46850, 2.61880], [4.96964, 4.80548, 2.19272], [3.34233, 5.39156, 0.38347], [2.06145, 5.18712, -0.32354], [3.21726, 6.73355, 1.06919], [4.54056, 5.50006, -0.47687], [-1.41700, 2.66131, 6.62403], [-0.58602, 0.97232, 6.54076], [-1.66167, 1.46305, 5.07366], [0.94475, 3.17722, 6.14006], [1.20455, 1.64933, 5.07130], [-1.05510, 2.12016, 3.08631], [-0.42488, 3.60054, 2.10600], [2.00586, 2.01062, 2.97371], [0.72895, 0.68480, 2.63446], [0.96583, 3.04023, 0.53249], [0.13545, 0.68885, -1.08219], [-1.28820, 0.37466, 1.80059], [-1.66599, -0.38917, 0.11906], [-2.35607, 2.43093, 1.28648], [-2.53146, 3.45705, -1.25978], [-1.08674, 2.35806, -1.75934], [-0.90626, 3.72754, -0.34694], [-3.75138, 0.37225, 1.72296], [-5.25751, 1.30776, 0.99984], [-5.77163, 0.87896, -1.85942], [-6.76394, -1.09819, -3.56748], [-6.42698, -3.82072, -2.83383], [-5.15391, -4.52009, -0.39148], [-4.11719, -2.43516, 1.35730], [1.26328, -0.98162, 1.33844], [-0.24459, -2.50044, 0.92920], [1.45936, -3.46391, 0.71867], [0.57740, -4.78981, -1.21890], [-1.76692, -4.07185, 0.95035], [-0.57276, -5.52919, 0.92324], [-2.01504, -5.40044, -0.36306], [-2.23223, -3.63179, -1.80683], [-1.14015, -2.09511, -1.87305], [-0.40297, -4.99025, -3.28634], [0.48432, -2.61500, -5.07177], [1.62673, -3.76042, -3.95422], [0.95978, -2.05972, -3.32364], [-1.28768, -4.13213, -5.57996], [-1.96063, -2.54042, -4.78113], [-2.76137, -4.24171, -4.28275], [3.24455, -0.17768, 1.32358], [6.12532, -1.71697, 0.57814], [5.09503, -3.08258, -0.21169], [4.46921, -2.10804, 1.38618], [3.93041, -0.73257, -3.08177], [2.20751, 0.96132, -1.92354], [1.59750, 2.66661, -1.49199]]}